Density functional theory data (ωB97M-V/def2-TZVPD) for 2 unconnected molecules or ions with the total composition C4H6O6S2 at a distorted geometry.

Geometry as XYZ:
```
18
Properties=species:S:1:pos:R:3
C 2.16 -0.94 0.83
C 2.02 -0.18 -0.17
C -0.85 0.80 -0.91
C -1.43 0.05 0.30
O -0.09 -2.11 1.14
O -3.01 2.12 0.78
O -0.57 -1.92 -1.23
O -2.23 -2.43 0.50
O -3.78 0.32 -0.75
O -3.63 -0.03 1.70
S -1.09 -1.68 0.12
S -3.10 0.66 0.52
H 2.76 -1.37 1.66
H 1.25 -1.60 0.77
H -0.83 0.39 1.22
H -0.85 0.03 -1.63
H 0.22 1.03 -0.66
H -1.51 1.71 -1.19
```

Output
* net charge: -2
* electronic energy: -38196.8994 eV
* HOMO level: -1.842 eV
* energy above the lowest of the compared OMol25 structures with the same formula, charge and spin: 78.2 kcal/mol
* gap between HOMO and LUMO: 7.88 eV
* multiplicity: 1

Density functional theory data (ωB97M-V/def2-TZVPD) for a single C2H5NO3 molecule at a distorted geometry.

Geometry as XYZ:
```
11
Properties=species:S:1:pos:R:3
C -0.18 1.04 -0.19
C -0.21 -0.56 0.10
N 0.91 1.59 -0.28
O -0.65 -0.93 1.34
O 1.14 -1.04 -0.09
O -0.93 -1.08 -0.92
H -1.11 1.42 0.10
H 0.84 2.57 -0.49
H -0.31 -0.41 2.06
H 1.66 -0.62 -0.80
H -1.15 -1.97 -0.83
```

Output
* electronic energy: -9786.3333 eV
* HOMO level: -10.040 eV
* energy above the lowest of the compared OMol25 structures with the same formula, charge and spin: 42.8 kcal/mol
* gap between HOMO and LUMO: 10.79 eV
* multiplicity: 1
* structure (SMILES): [H]/N=C/C(O)(O)O

Density functional theory data (ωB97M-V/def2-TZVPD) for a single C20H17F2NO4S molecule at a distorted geometry.

Geometry as XYZ:
```
45
Properties=species:S:1:pos:R:3
O -0.87 -3.15 0.27
C -0.19 -2.23 0.68
N -0.62 -1.31 1.58
H -0.04 -0.52 1.80
C -1.96 -1.35 2.13
C -2.89 -0.42 1.39
C -3.61 -0.88 0.30
C -4.45 -0.04 -0.41
C -4.54 1.29 -0.01
C -3.83 1.78 1.07
C -3.00 0.92 1.76
H -2.43 1.29 2.60
H -3.92 2.82 1.35
F -5.36 2.12 -0.69
H -5.02 -0.38 -1.25
H -3.51 -1.92 0.00
H -1.91 -1.08 3.19
H -2.31 -2.38 2.03
C 1.21 -2.00 0.27
C 2.01 -2.67 -0.61
C 3.24 -1.98 -0.62
C 3.10 -0.94 0.26
C 4.01 0.15 0.69
H 4.42 -0.03 1.69
H 4.82 0.32 -0.01
S 3.09 1.74 0.90
O 1.93 1.51 1.71
O 4.06 2.69 1.38
C 2.59 2.27 -0.79
C 1.47 1.43 -1.28
C 0.18 1.66 -0.83
C -0.89 0.86 -1.21
C -0.66 -0.20 -2.06
C 0.62 -0.44 -2.54
C 1.67 0.37 -2.15
H 2.66 0.19 -2.54
H 0.80 -1.26 -3.22
H -1.48 -0.84 -2.35
H -1.87 1.09 -0.83
F -0.06 2.72 -0.03
H 2.30 3.31 -0.65
H 3.49 2.20 -1.40
O 1.88 -0.96 0.80
H 4.11 -2.22 -1.20
H 1.75 -3.54 -1.18
```

Output
* electronic energy: -46966.1127 eV
* HOMO level: -8.795 eV
* energy above the lowest of the compared OMol25 structures with the same formula, charge and spin: 0.0 kcal/mol
* gap between HOMO and LUMO: 9.23 eV
* multiplicity: 1
* structure (SMILES): O=C(NCc1ccc(F)cc1)c1ccc(CS(=O)(=O)Cc2ccccc2F)o1

Density functional theory data (ωB97M-V/def2-TZVPD) for a molecular structure, C33H52BGeN8ReSSe2.

Geometry as XYZ:
```
99
Properties=species:S:1:pos:R:3
Re -0.96 -0.55 0.79
B 1.51 -0.32 2.92
N 0.19 0.39 3.36
C -0.12 0.99 4.50
C -1.47 1.36 4.49
C -1.94 0.94 3.28
N -0.93 0.35 2.59
N 1.85 0.21 1.49
C 3.00 0.68 1.03
C 2.88 0.93 -0.34
C 1.59 0.58 -0.65
N 0.96 0.14 0.46
H 2.39 -0.03 3.66
H 1.27 -1.50 2.85
H 0.63 1.12 5.26
H -2.02 1.86 5.27
H -2.93 1.01 2.85
H 3.83 0.83 1.70
H 3.64 1.32 -1.00
H 1.07 0.63 -1.60
Se -2.03 1.65 -0.18
C -1.42 1.29 -1.88
N -1.06 1.01 -2.94
C -5.33 4.32 0.20
C -3.88 4.76 0.35
C -3.26 4.26 1.65
C -1.76 4.53 1.78
Ge -0.64 3.78 0.38
C -0.31 4.49 -1.40
C 0.11 5.97 -1.34
C -1.05 6.94 -1.11
C -0.58 8.39 -1.09
H -5.82 4.82 -0.63
H -5.90 4.55 1.10
H -5.40 3.24 0.03
H -3.82 5.85 0.32
H -3.30 4.41 -0.51
H -3.47 3.19 1.76
H -3.77 4.74 2.49
H -1.36 4.15 2.72
H -1.56 5.60 1.76
H 0.58 3.04 0.96
H -1.19 4.36 -2.03
H 0.49 3.87 -1.81
H 0.58 6.20 -2.31
H 0.89 6.13 -0.59
H -1.56 6.70 -0.17
H -1.79 6.79 -1.90
H 0.18 8.55 -0.33
H -1.41 9.06 -0.88
H -0.16 8.67 -2.05
C -2.03 -3.61 -2.88
C -0.61 -4.13 -3.06
C 0.33 -3.09 -3.66
C 0.71 -1.97 -2.70
N 1.66 -2.40 -1.66
C 1.44 -2.76 -0.39
Se -0.27 -2.87 0.44
N 2.57 -3.14 0.20
C 2.77 -3.63 1.57
C 3.11 -5.11 1.64
C 1.95 -6.07 1.39
C 1.59 -6.25 -0.09
C 3.60 -3.01 -0.73
C 4.97 -3.23 -0.62
C 5.72 -2.98 -1.75
C 5.13 -2.53 -2.95
C 3.78 -2.30 -3.05
C 3.02 -2.55 -1.91
H -2.67 -4.37 -2.44
H -2.47 -3.32 -3.83
H -2.07 -2.73 -2.22
H -0.63 -5.00 -3.72
H -0.21 -4.49 -2.11
H -0.14 -2.61 -4.53
H 1.25 -3.56 -4.03
H -0.17 -1.58 -2.19
H 1.18 -1.14 -3.22
H 1.85 -3.42 2.12
H 3.56 -3.02 2.01
H 3.51 -5.28 2.64
H 3.92 -5.34 0.95
H 1.07 -5.74 1.96
H 2.22 -7.04 1.80
H 1.10 -5.38 -0.51
H 0.91 -7.09 -0.22
H 2.48 -6.45 -0.68
H 5.43 -3.58 0.29
H 6.79 -3.15 -1.72
H 5.77 -2.36 -3.81
H 3.34 -1.96 -3.98
S -5.31 -2.11 0.94
C -4.39 -2.71 2.25
C -3.13 -2.21 2.21
N -2.90 -1.36 1.15
C -3.99 -1.23 0.40
H -4.82 -3.38 2.97
H -2.35 -2.41 2.93
H -4.03 -0.61 -0.49
```

Output
* expectation value of S²: 3.790
* net charge: +3
* electronic energy: -247813.0414 eV
* HOMO level (alpha / beta): -16.357 / -16.368 eV
* energy above the lowest of the compared OMol25 structures with the same formula, charge and spin: 0.0 kcal/mol
* gap between HOMO and LUMO (alpha / beta): 6.18 / 5.83 eV
* multiplicity: 4

Density functional theory data (ωB97M-V/def2-TZVPD) for 3 unconnected molecules or ions with the total composition C13H24B2ClF7NO8 at a distorted geometry.

Geometry as XYZ:
```
56
Properties=species:S:1:pos:R:3
C 0.65 0.45 0.04
O 0.38 0.58 -1.40
B -0.57 1.49 -1.71
O -0.64 2.78 -1.34
N -1.61 0.92 -2.74
F -1.11 1.44 -3.95
C -2.99 1.51 -2.66
C -4.01 0.94 -1.68
C -4.81 -0.28 -2.14
Cl -3.38 0.72 -0.01
B -1.45 -0.65 -2.82
O -0.65 -1.08 -3.83
O -2.08 -1.41 -1.92
C -1.32 -2.28 -1.05
H -0.28 0.15 0.51
H 1.39 -0.34 0.15
H 1.02 1.39 0.45
H -1.21 3.02 -0.60
H -3.40 1.43 -3.67
H -2.85 2.57 -2.47
H -4.73 1.76 -1.57
H -4.44 -1.20 -1.68
H -4.73 -0.40 -3.23
H -5.86 -0.16 -1.90
H -1.04 -1.79 -4.36
H -0.27 -2.33 -1.34
H -1.44 -1.92 -0.03
H -1.76 -3.28 -1.11
C -1.18 2.34 6.63
C -2.31 1.36 6.40
O -2.29 0.83 5.05
C -1.44 -0.15 4.83
O -0.69 -0.67 5.60
C -1.58 -0.63 3.37
F -1.62 0.40 2.51
F -2.70 -1.33 3.21
F -0.55 -1.40 3.02
H -1.22 3.14 5.89
H -1.27 2.78 7.62
H -0.21 1.85 6.55
H -3.28 1.85 6.49
H -2.28 0.53 7.11
C 3.85 -0.20 -2.94
C 4.01 -1.16 -1.78
O 5.30 -1.79 -1.79
C 6.29 -1.07 -1.27
O 6.21 0.02 -0.80
C 7.60 -1.88 -1.32
F 7.76 -2.46 -2.51
F 7.57 -2.83 -0.38
F 8.64 -1.09 -1.09
H 4.04 -0.71 -3.88
H 2.84 0.22 -2.95
H 4.56 0.63 -2.86
H 3.29 -1.97 -1.86
H 3.86 -0.66 -0.82
```

Output
* net charge: +1
* electronic energy: -64635.4237 eV
* HOMO level: -13.070 eV
* gap between HOMO and LUMO: 9.54 eV
* multiplicity: 1

Density functional theory data (ωB97M-V/def2-TZVPD) for a molecular structure, C37H33IN4O3SbYb at a distorted geometry.

Geometry as XYZ:
```
80
Properties=species:S:1:pos:R:3
Yb -1.92 5.00 20.85
C 0.22 3.00 23.13
C -0.71 3.89 23.90
C -0.94 3.62 25.29
C -1.69 4.49 25.98
C -2.47 5.46 25.27
C -2.37 5.58 23.89
N -1.43 4.81 23.25
Sb -3.56 7.08 23.01
C -4.77 5.72 21.87
C -6.11 5.89 22.06
C -7.01 4.95 21.55
C -6.53 3.91 20.76
C -5.15 3.87 20.43
C -4.72 2.99 19.36
N -4.29 4.77 21.07
C -2.26 7.74 21.46
C -2.66 8.94 20.91
C -1.69 9.73 20.32
C -0.38 9.31 20.30
C -0.08 8.02 20.71
C 1.37 7.45 20.58
N -0.99 7.24 21.37
H 0.65 3.58 22.33
H -0.29 2.09 22.68
H 1.05 2.73 23.77
H -0.33 2.85 25.79
H -1.80 4.41 27.08
H -3.15 6.09 25.84
H -6.52 6.80 22.46
H -8.04 4.93 21.86
H -7.20 3.24 20.18
H -5.63 2.61 18.89
H -4.11 2.19 19.73
H -4.08 3.40 18.61
H -3.63 9.37 21.01
H -1.96 10.67 19.85
H 0.37 9.96 19.91
H 1.88 7.87 19.71
H 1.31 6.33 20.55
H 2.04 7.70 21.45
O -0.53 3.86 19.27
C -0.18 2.41 19.51
C -1.30 1.87 20.45
O -1.40 0.69 20.65
O -1.94 2.88 20.99
C -0.25 1.71 18.15
C -1.48 1.40 17.53
C -1.56 0.75 16.35
C -0.39 0.46 15.71
C 0.86 0.83 16.20
C 0.91 1.52 17.40
C 1.22 2.35 19.98
C 1.95 3.47 20.30
C 3.30 3.35 20.53
C 3.90 2.10 20.58
C 3.10 0.97 20.36
C 1.77 1.12 20.03
H 0.10 4.17 18.62
H -2.38 1.63 18.14
H -2.56 0.42 15.93
H -0.37 0.01 14.77
H 1.78 0.62 15.73
H 1.94 1.93 17.64
H 1.49 4.41 20.10
H 3.94 4.27 20.68
H 4.97 2.00 20.76
H 3.64 -0.04 20.39
H 1.12 0.32 19.88
I -5.10 7.17 18.90
C -3.37 6.63 17.88
C -3.42 6.43 16.52
C -2.25 6.18 15.82
C -1.06 6.24 16.49
C -1.13 6.45 17.83
N -2.26 6.61 18.56
H -4.41 6.48 16.01
H -2.38 5.78 14.80
H -0.09 6.24 15.98
H -0.21 6.44 18.42
```

Output
* expectation value of S²: 0.751
* net charge: +2
* electronic energy: -97163.3806 eV
* HOMO level (alpha / beta): -13.426 / -13.426 eV
* energy above the lowest of the compared OMol25 structures with the same formula, charge and spin: 15.4 kcal/mol
* gap between HOMO and LUMO (alpha / beta): 7.56 / 7.34 eV
* multiplicity: 2

Density functional theory data (ωB97M-V/def2-TZVPD) for a molecular structure, C26H26F6IN6O9Pb at a distorted geometry.

Geometry as XYZ:
```
75
Properties=species:S:1:pos:R:3
Pb 0.19 -0.46 -0.10
O 0.65 -2.28 -4.52
C 0.39 -1.61 -3.40
O 0.28 -2.13 -2.32
C 0.18 -0.15 -3.62
C -0.05 0.37 -4.88
C -0.43 1.70 -4.98
C -0.58 2.44 -3.83
C -0.31 1.85 -2.61
N 0.10 0.59 -2.51
C -0.38 2.59 -1.30
O -1.18 3.64 -1.22
O 0.38 2.32 -0.41
H 0.71 -3.22 -4.32
H 0.03 -0.26 -5.76
H -0.61 2.15 -5.95
H -0.88 3.48 -3.89
H -1.86 3.64 -1.90
C -0.32 3.55 4.74
N 0.44 2.83 3.71
C 1.70 3.24 3.33
C 2.41 2.58 2.40
C 1.81 1.43 1.77
O 2.31 0.79 0.84
N 0.56 1.05 2.21
C -0.06 1.73 3.09
O -1.31 1.46 3.47
H 0.30 4.34 5.14
H -0.60 2.87 5.54
H -1.23 3.98 4.32
H 2.06 4.13 3.82
H 3.38 2.92 2.08
C 1.55 -1.63 4.99
O 0.29 -1.08 4.56
C -0.08 -1.31 3.30
O 0.63 -1.86 2.48
H 2.32 -0.86 4.94
H 1.83 -2.47 4.35
H 1.41 -1.96 6.01
I 5.20 -2.94 2.61
C 4.49 -2.21 0.79
C 5.37 -1.76 -0.19
C 4.84 -1.27 -1.37
C 3.47 -1.23 -1.52
N 2.63 -1.64 -0.57
C 3.13 -2.13 0.56
H 6.44 -1.79 -0.03
H 5.50 -0.92 -2.16
H 3.02 -0.83 -2.42
H 2.41 -2.45 1.31
C -4.13 -0.77 3.38
N -3.26 0.39 3.23
C -3.91 1.70 3.23
C -1.93 0.24 3.23
N -1.34 -0.86 3.04
H -4.56 -0.78 4.38
H -3.55 -1.67 3.23
H -4.93 -0.73 2.65
H -4.12 2.04 4.24
H -4.85 1.61 2.69
H -3.30 2.44 2.72
C -3.80 -0.46 0.70
C -3.26 0.19 -0.58
O -2.00 0.68 -0.45
C -3.33 -0.87 -1.71
F -2.81 -0.42 -2.87
F -2.59 -1.94 -1.36
F -4.57 -1.30 -1.98
C -4.19 1.38 -0.94
F -4.14 2.31 0.04
F -5.48 1.06 -1.11
F -3.79 2.02 -2.08
H -3.10 -1.22 1.03
H -4.78 -0.90 0.54
H -3.87 0.32 1.46
```

Output
* net charge: +1
* electronic energy: -84403.1932 eV
* HOMO level: -11.097 eV
* gap between HOMO and LUMO: 8.15 eV
* multiplicity: 1

Density functional theory data (ωB97M-V/def2-TZVPD) for 2 unconnected molecules or ions with the total composition C9H15NOP at a distorted geometry.

Geometry as XYZ:
```
27
Properties=species:S:1:pos:R:3
C -2.70 -2.08 -0.08
C -1.76 -2.24 -1.06
C -2.49 -1.35 1.11
C -0.60 -1.49 -0.91
C -1.24 -0.74 1.26
C -0.32 -0.80 0.25
C -0.59 2.50 -1.32
C 0.76 2.30 -0.74
C 1.04 -0.16 0.37
N 1.49 0.00 1.73
O 2.86 -1.96 0.00
P 2.44 -0.56 -0.78
H -3.75 -2.43 -0.44
H -1.84 -2.97 -1.91
H -3.17 -1.42 1.91
H 0.28 -1.53 -1.56
H -0.92 -0.24 2.11
H -0.83 3.56 -1.08
H -1.46 1.86 -1.06
H -0.53 2.37 -2.37
H 0.92 2.91 0.22
H 1.50 2.13 -1.43
H 0.76 0.18 2.47
H 1.91 -0.87 2.13
H 2.22 0.74 1.75
H 2.69 -2.71 -0.59
H 3.63 0.13 -0.17
```

Output
* expectation value of S²: 2.027
* net charge: +1
* electronic energy: -22391.1532 eV
* HOMO level (alpha / beta): -10.639 / -13.255 eV
* gap between HOMO and LUMO (alpha / beta): 7.33 / 7.80 eV
* multiplicity: 3

Density functional theory data (ωB97M-V/def2-TZVPD) for a molecular structure, C32H28ClNO2P2Pt.

Geometry as XYZ:
```
67
Properties=species:S:1:pos:R:3
Pt -0.51 0.49 -0.63
C -1.22 -2.51 -1.55
P 0.47 -1.63 -1.54
C 1.27 -2.65 -0.30
C 1.61 -2.11 0.94
C 2.15 -2.92 1.92
C 2.37 -4.27 1.67
C 2.05 -4.81 0.43
C 1.49 -4.00 -0.56
C 1.01 -1.91 -3.21
C 0.13 -1.68 -4.28
C 0.54 -1.91 -5.58
C 1.83 -2.37 -5.82
C 2.71 -2.58 -4.77
C 2.32 -2.34 -3.47
C -1.78 -2.25 -0.22
C -2.08 -3.10 0.89
C -2.38 -2.28 1.94
C -2.26 -0.94 1.46
C -2.40 0.36 2.16
P -1.32 1.64 1.39
C -2.37 2.84 0.58
C -3.55 3.27 1.21
C -4.36 4.21 0.59
C -4.00 4.71 -0.66
C -2.83 4.30 -1.28
C -2.01 3.37 -0.65
C -0.38 2.41 2.67
C -0.22 3.80 2.69
C 0.53 4.38 3.70
C 1.13 3.59 4.67
C 1.00 2.21 4.64
C 0.25 1.61 3.64
N -1.93 -0.94 0.14
H -1.07 -3.56 -1.78
H -1.84 -2.04 -2.32
H 1.46 -1.06 1.13
H 2.42 -2.50 2.88
H 2.81 -4.90 2.43
H 2.23 -5.85 0.23
H 1.25 -4.43 -1.52
H -0.87 -1.31 -4.10
H -0.14 -1.73 -6.40
H 2.15 -2.55 -6.84
H 3.71 -2.93 -4.97
H 3.02 -2.48 -2.65
H -2.05 -4.17 0.87
H -2.65 -2.57 2.94
H -2.18 0.27 3.23
H -3.43 0.73 2.07
H -3.82 2.89 2.19
H -5.26 4.55 1.08
H -4.64 5.44 -1.14
H -2.55 4.71 -2.24
H -1.07 3.11 -1.13
H -0.69 4.42 1.94
H 0.64 5.46 3.73
H 1.71 4.06 5.45
H 1.48 1.60 5.39
H 0.16 0.54 3.61
Cl 4.90 0.86 -1.98
C 3.65 1.53 -0.93
C 2.34 0.78 -0.98
O 2.26 -0.34 -1.48
O 1.35 1.40 -0.44
H 3.48 2.57 -1.19
H 4.00 1.50 0.10
```

Output
* expectation value of S²: 6.026
* net charge: +2
* electronic energy: -73553.0938 eV
* HOMO level (alpha / beta): -12.787 / -14.534 eV
* energy above the lowest of the compared OMol25 structures with the same formula, charge and spin: 0.0 kcal/mol
* gap between HOMO and LUMO (alpha / beta): 7.03 / 5.33 eV
* multiplicity: 5